# 1
{"formula": "C4H6OS", "method": "the ωB97M-V functional and the def2-TZVPD basis", "symbols": ["C", "C", "C", "C", "H", "H", "H", "H", "H", "H", "O", "S"], "positions_angstrom": [[-0.47740, 0.43309, 0.31590], [-1.66466, -0.01681, -0.53148], [-2.66766, -0.74294, 0.13435], [0.56180, -0.70411, 0.10208], [0.92236, 1.95075, 0.83436], [-0.63384, 0.14143, 1.47264], [-1.72224, 0.45572, -1.56514], [-2.52359, -0.52448, 1.24409], [-3.68768, -1.13659, -0.14413], [-0.03584, -1.71999, -0.08264], [-0.16060, 1.62377, -0.08286], [2.15332, -0.37328, -0.07634]], "atomic_forces_ev_per_a": [[-0.97, -5.37, 1.11], [-3.35, -0.72, 1.05], [1.44, 2.85, 0.24], [-0.14, -0.61, -1.34], [-3.63, -1.29, -3.88], [-0.39, 1.25, -1.73], [0.25, -1.31, 1.19], [-0.40, -1.35, -1.31], [1.61, 0.55, -0.29], [1.90, 1.82, 0.78], [5.07, 4.71, 3.76], [-1.37, -0.54, 0.42]]}

---

# 2
{"formula": "C4H6OS", "method": "the ωB97M-V functional and the def2-TZVPD basis", "symbols": ["C", "C", "C", "C", "O", "S", "H", "H", "H", "H", "H", "H"], "positions_angstrom": [[-1.73896, -1.24586, -1.74700], [-0.85054, 0.81686, -1.03811], [0.00446, -0.41853, -0.61839], [0.43026, -0.61929, 0.87581], [-0.72153, -1.62494, -1.08243], [-2.72002, -2.01164, -2.71927], [-0.44510, 1.25057, -2.01392], [-1.49870, 1.39260, -0.35194], [1.04301, -0.29698, -1.21962], [-0.45937, -0.97706, 1.46518], [0.89138, 0.36103, 1.04439], [1.05556, -1.39132, 0.78025]], "atomic_forces_ev_per_a": [[-0.44, 1.97, -0.65], [0.06, -2.40, -1.74], [1.51, 1.23, -0.28], [-3.93, 2.44, -2.03], [1.97, 0.29, 1.04], [-0.21, 0.21, 0.15], [-1.00, -0.20, 1.69], [0.64, -0.45, -0.49], [-2.43, -0.80, 1.04], [0.93, 1.04, -0.19], [-0.07, -0.54, 1.04], [2.96, -2.79, 0.42]]}

---

# 3
{"formula": "C4H6OS2", "method": "the ωB97M-V functional and the def2-TZVPD basis", "symbols": ["C", "C", "C", "C", "H", "H", "H", "H", "H", "H", "O", "S", "S"], "positions_angstrom": [[-2.04191, 1.84332, 0.69181], [-1.30236, 1.06096, -0.50643], [-0.38995, -0.20978, -0.26853], [1.04869, -0.16518, 0.15748], [-3.06607, 1.23197, 0.87598], [-1.27774, 1.74782, 1.54639], [-2.03909, 2.78112, 0.08795], [-2.22078, 0.61532, -0.97826], [-0.65316, 1.75798, -0.94618], [0.61003, -1.81506, 0.61129], [1.34387, -1.26842, 0.76925], [-1.17224, -1.62265, -0.23823], [2.04781, 0.91342, -0.24909]], "atomic_forces_ev_per_a": [[1.20, -2.86, -0.41], [-0.70, -2.88, 1.10], [-2.82, 1.80, 0.92], [-3.19, -2.33, -0.11], [2.43, 2.09, -0.11], [-1.72, 0.95, -0.81], [-0.95, -0.11, 1.76], [1.49, 0.91, -0.88], [0.31, 1.00, -1.44], [-2.07, -2.36, 0.08], [3.38, 0.53, 1.39], [-0.34, -0.57, -0.39], [2.99, 3.83, -1.10]], "smiles": "CCC(=S)C(O)=S"}

---

# 4
{"formula": "C4H6OTl", "method": "the ωB97M-V functional and the def2-TZVPD basis", "symbols": ["C", "C", "C", "C", "O", "Tl", "H", "H", "H", "H", "H", "H"], "positions_angstrom": [[-1.14826, 0.22218, 1.26437], [-0.00278, -0.64886, 1.20769], [0.77912, -0.67186, 0.02106], [0.32664, 0.26400, -1.02792], [1.08593, 0.78099, -1.83684], [1.26254, 1.64547, -3.76877], [-0.94510, 1.15566, 1.80486], [-2.03819, -0.27263, 1.67226], [-0.09730, -1.60538, 1.73010], [1.86569, -0.67944, 0.15153], [-0.13010, -0.98002, -1.19127], [-0.95819, 0.78990, -0.02706]], "atomic_forces_ev_per_a": [[1.44, 0.81, -0.81], [-0.91, -2.12, -2.16], [0.74, 4.52, 3.04], [-0.24, -4.67, 1.59], [0.27, 0.59, 1.08], [0.24, 1.05, -2.31], [-0.15, 0.20, -0.53], [-0.01, 0.42, -0.42], [0.37, 0.28, 0.29], [-0.02, -1.29, -0.50], [-1.03, 1.59, -0.69], [-0.69, -1.38, 1.42]], "charge": 1}

---

Number 1: calculated total energy -17122.37989 eV, F_max 7.9 eV Å⁻¹. Number 2: calculated total energy -17123.49212 eV, F_max 5.1 eV Å⁻¹. Number 3: calculated total energy -27960.56639 eV, F_max 5.0 eV Å⁻¹. Number 4: calculated total energy -10973.70674 eV, F_max 5.5 eV Å⁻¹.